Record 1
DFT (ωB97M-V with the def2-TZVPD basis set) results for a cluster of 8 separate species, C28H43ClN2O26P in total.

Geometry as ORCA input:
```
! RIJCOSX wB97M-V def2-TZVPD def2/J DEFGRID3
* xyz -1 1
C 2.768 3.316 -2.036
N 1.396 3.477 -2.515
C 0.539 2.338 -2.207
C -0.763 2.706 -1.475
C -0.451 2.975 0.034
O -1.104 2.281 0.853
O 0.432 3.795 0.330
N -1.546 3.758 -2.194
C -2.884 3.343 -2.671
C -4.044 3.353 -1.684
C -5.360 3.193 -2.464
Cl -3.970 1.950 -0.575
P -1.452 5.305 -1.599
O -0.160 6.001 -1.577
O -2.453 6.090 -2.601
O -2.190 5.395 -0.177
H 2.774 3.449 -0.953
H 3.195 2.331 -2.267
H 3.380 4.108 -2.471
H 1.467 3.547 -3.522
H 0.238 1.846 -3.133
H 1.061 1.606 -1.586
H -1.353 1.790 -1.485
H -2.784 2.350 -3.104
H -3.131 4.000 -3.506
H -4.148 4.286 -1.138
H -5.476 3.975 -3.214
H -5.429 2.201 -2.900
H -6.179 3.259 -1.742
H -1.983 6.908 -2.802
H -1.469 5.507 0.465
C -1.549 1.021 3.757
C -2.940 0.874 3.214
O -3.550 -0.010 4.183
C -2.869 0.101 5.341
O -3.216 -0.378 6.379
O -1.739 0.822 5.177
H -1.122 1.998 3.549
H -0.871 0.252 3.387
H -3.484 1.819 3.202
H -2.954 0.444 2.218
C 1.063 -1.697 5.313
C 2.536 -1.427 5.091
O 2.791 -2.125 3.864
C 1.612 -2.236 3.189
O 1.523 -2.612 2.068
O 0.581 -1.865 3.977
H 0.541 -0.880 5.804
H 0.886 -2.621 5.867
H 2.752 -0.368 4.944
H 3.166 -1.814 5.888
C -6.494 -1.604 -3.818
C -5.322 -2.232 -3.098
O -4.219 -1.433 -3.549
C -4.703 -0.233 -3.935
O -4.043 0.720 -4.193
O -6.060 -0.251 -3.980
H -7.416 -1.645 -3.244
H -6.663 -2.040 -4.806
H -5.403 -2.138 -2.019
H -5.172 -3.278 -3.359
C 6.473 -2.677 2.727
C 5.395 -1.977 1.928
O 6.052 -0.763 1.533
C 7.382 -0.973 1.550
O 8.202 -0.230 1.118
O 7.673 -2.167 2.133
H 6.435 -3.760 2.640
H 6.460 -2.399 3.783
H 5.115 -2.534 1.032
H 4.502 -1.768 2.510
C -7.566 1.514 1.094
C -8.920 0.845 0.971
O -8.659 -0.197 0.022
C -7.332 -0.471 0.062
O -6.820 -1.399 -0.480
O -6.674 0.440 0.797
H -7.369 1.910 2.087
H -7.416 2.305 0.357
H -9.248 0.390 1.907
H -9.698 1.509 0.604
C 2.866 -2.244 -1.883
C 2.312 -2.883 -3.140
O 1.652 -1.789 -3.776
C 2.218 -0.634 -3.328
O 1.999 0.443 -3.765
O 3.055 -0.889 -2.291
H 3.810 -2.679 -1.560
H 2.158 -2.267 -1.052
H 3.099 -3.253 -3.802
H 1.608 -3.686 -2.938
C 10.407 -5.446 0.188
C 9.329 -4.384 0.226
O 8.148 -5.157 0.476
C 8.519 -6.313 1.076
O 7.768 -7.092 1.563
O 9.867 -6.457 1.046
H 11.366 -5.098 0.564
H 10.547 -5.868 -0.809
H 9.463 -3.676 1.044
H 9.237 -3.834 -0.706
*
```

As for the LUMO energy: 0.063 Eh. Its HOMO-LUMO gap is 6.1 eV.

Atomic partial charges in e from the Mulliken method, atoms 1 to 4:
1 C -0.90
2 N -0.10
3 C -1.79
4 C 1.61

Record 2
DFT (ωB97M-V with the def2-TZVPD basis set) results for a cluster of 2 separate species, C28H43F3N3O12P2 in total.

Geometry as ORCA input:
```
! RIJCOSX wB97M-V def2-TZVPD def2/J DEFGRID3
* xyz 1 1
C 2.040 -4.450 2.899
C 1.255 -3.648 2.030
C 0.337 -2.681 0.994
C -0.022 -3.709 -0.194
O 0.158 -3.392 -1.594
C -0.417 -4.450 -2.438
N -0.948 -2.522 1.771
C -1.452 -3.697 2.563
O -1.186 -3.681 4.017
C -1.511 -5.011 4.577
F -2.872 -5.504 4.233
F -1.460 -5.014 6.087
F -0.551 -6.084 4.140
C -1.078 -1.283 2.605
C -0.952 0.144 1.713
C -2.474 0.411 1.438
C -3.163 1.522 0.540
O -3.810 1.134 -0.599
O -3.500 2.945 0.877
C -4.583 3.420 -0.025
C -4.110 4.247 -1.383
O -5.880 3.208 0.232
N -0.206 0.981 2.767
C -0.938 1.491 3.755
O -1.717 2.334 4.493
C 0.174 0.056 0.475
N 0.829 1.349 0.485
C 2.197 1.713 0.217
C 0.146 2.634 0.214
C 0.420 3.642 -1.112
O -0.597 3.378 1.086
P -0.533 -0.379 -1.291
C -1.149 1.094 -2.334
O -2.074 -1.276 -1.193
C 1.189 -1.293 0.716
C 2.355 -1.456 -0.423
C 3.145 -2.857 -0.603
C 4.662 -2.550 -1.254
C 4.681 -1.413 -2.422
C 5.091 -3.978 -2.015
P 2.291 -1.030 2.317
O 3.732 -1.634 2.249
H 2.820 -5.281 3.249
H -1.146 -4.124 -0.143
H 0.597 -4.732 -0.073
H -1.583 -4.261 -2.527
H -0.216 -5.524 -2.014
H 0.107 -4.390 -3.495
H -1.700 -2.399 1.024
H -1.258 -4.763 2.060
H -2.649 -3.619 2.520
H -0.412 -1.258 3.584
H -2.173 -1.388 3.085
H -3.056 0.505 2.487
H -2.959 -0.634 1.091
H -2.989 3.986 -1.602
H -4.797 3.898 -2.289
H -4.300 5.387 -1.193
H 2.414 1.699 -0.957
H 2.388 2.843 0.573
H 3.102 1.177 0.715
H -0.657 3.895 -1.558
H 0.932 4.635 -0.767
H 0.993 3.062 -1.957
H -0.211 1.469 -2.970
H -1.671 1.960 -1.769
H -1.909 0.678 -3.155
H -2.058 -2.047 -1.829
H 3.282 -0.759 -0.124
H 2.097 -1.103 -1.505
H 3.428 -3.435 0.390
H 2.695 -3.647 -1.331
H 5.433 -2.333 -0.383
H 3.729 -1.449 -3.101
H 4.666 -0.349 -1.879
H 5.655 -1.408 -3.083
H 4.618 -4.902 -1.478
H 4.651 -3.902 -3.122
H 6.256 -4.101 -2.105
H 2.463 0.402 2.618
H 1.704 -1.493 3.543
C -1.052 8.282 -1.876
C -2.293 7.565 -1.454
O -2.551 6.694 -2.539
C -1.362 6.494 -3.179
O -1.182 5.666 -4.056
O -0.400 7.341 -2.708
H -0.418 8.553 -1.027
H -1.267 9.182 -2.461
H -2.143 6.967 -0.549
H -3.133 8.246 -1.295
*
```

As for the LUMO energy: -0.120 Eh. Its HOMO-LUMO gap is 8.1 eV.

Atomic partial charges in e from the Mulliken method, atoms 1 to 4:
1 C -1.36
2 C -0.64
3 C 0.94
4 C -1.68

Record 3
DFT (ωB97M-V with the def2-TZVPD basis set) results for a cluster of 3 separate species, C28H43IO3P2 in total.

Geometry as ORCA input:
```
! RIJCOSX wB97M-V def2-TZVPD def2/J DEFGRID3
* xyz 0 1
C -2.736 -5.211 1.169
C -2.576 -3.797 0.608
P -0.834 -3.523 0.107
C -0.514 -4.453 -1.451
C 1.007 -4.609 -1.601
C -0.490 -1.737 -0.242
C -1.434 -0.884 -1.175
C -2.784 -1.493 -1.492
C -3.635 -0.729 -2.535
C -2.900 0.242 -3.449
C -1.989 -0.450 -4.485
C -0.695 0.341 -4.656
O -0.080 0.001 -5.878
C 1.334 0.032 -5.884
C -1.479 0.427 -0.429
O -1.474 1.587 -0.793
O -1.471 0.064 0.925
C -0.371 -0.828 1.033
I -0.503 -1.757 2.988
P 1.219 0.139 0.821
C 0.983 1.586 1.910
C 2.570 -0.888 1.521
H -3.780 -5.393 1.408
H -2.421 -5.962 0.451
H -2.171 -5.312 2.092
H -2.850 -3.089 1.386
H -3.298 -3.667 -0.196
H -0.941 -5.440 -1.299
H -0.948 -4.015 -2.348
H 1.282 -4.885 -2.614
H 1.355 -5.383 -0.924
H 1.522 -3.701 -1.298
H 0.462 -1.780 -0.763
H -0.891 -0.805 -2.113
H -2.631 -2.520 -1.811
H -3.366 -1.560 -0.574
H -4.466 -0.232 -2.042
H -4.085 -1.481 -3.183
H -2.340 0.999 -2.908
H -3.663 0.784 -4.006
H -2.456 -0.443 -5.465
H -1.772 -1.472 -4.180
H -0.961 1.401 -4.657
H -0.034 0.169 -3.805
H 1.705 -0.939 -6.204
H 1.678 0.777 -6.600
H 1.749 0.282 -4.911
H 0.542 1.311 2.866
H 1.939 2.079 2.060
H 0.321 2.289 1.415
H 3.141 -0.356 2.276
H 3.242 -1.111 0.698
H 2.212 -1.830 1.927
C -3.514 5.202 2.889
C -2.999 5.284 4.175
C -2.169 4.281 4.655
C -1.856 3.194 3.849
C -2.376 3.108 2.565
C -3.204 4.113 2.085
H -4.158 5.986 2.512
H -3.245 6.130 4.803
H -1.765 4.346 5.657
H -1.206 2.413 4.222
H -2.135 2.258 1.939
H -3.607 4.047 1.082
C 4.990 2.267 1.469
C 5.377 3.418 2.141
C 6.475 3.391 2.989
C 7.183 2.211 3.171
C 6.790 1.058 2.507
C 5.695 1.086 1.655
H 4.134 2.293 0.805
H 4.823 4.337 2.003
H 6.779 4.290 3.510
H 8.039 2.190 3.832
H 7.337 0.136 2.655
H 5.390 0.184 1.139
*
```

As for the LUMO energy: 0.005 Eh. Its HOMO-LUMO gap is 8.2 eV. As for the SMILES: CCP(CC)[C@H]1[C@@H](CCCCCOC)C(=O)O[C@]1(I)P(C)C.c1ccccc1.c1ccccc1.

Atomic partial charges in e from the Mulliken method, atoms 1 to 4:
1 C -1.42
2 C -0.21
3 P 0.01
4 C -0.60

Record 4
DFT (ωB97M-V with the def2-TZVPD basis set) results for a structure of composition C28H43InNO2P2.

Geometry as ORCA input:
```
! RIJCOSX wB97M-V def2-TZVPD def2/J DEFGRID3
* xyz 1 1
In 1.182 -0.523 -0.813
C -0.829 -1.756 -3.850
C -1.046 -0.256 -4.013
C -2.528 0.145 -4.260
P -0.284 0.658 -2.540
C 0.560 2.198 -3.233
C 1.594 2.656 -2.163
C -0.362 3.364 -3.575
C -1.666 1.005 -1.463
C -2.605 1.986 -1.818
C -3.527 2.534 -0.911
C -4.265 3.806 -1.230
C -3.677 1.829 0.275
C -2.940 0.714 0.593
C -1.834 0.305 -0.235
N -0.915 -0.577 0.221
C -0.943 -1.265 1.365
C -2.092 -1.971 1.821
C -2.070 -2.619 3.033
C -0.996 -2.537 3.927
C -1.113 -3.171 5.303
C 0.135 -1.787 3.547
C 0.191 -1.178 2.259
P 1.581 -0.189 1.640
C 3.046 -1.216 2.088
C 2.752 -2.758 2.129
C 3.890 -0.771 3.296
C 1.192 1.489 2.288
C 1.062 1.471 3.774
C 2.256 2.461 1.774
H -1.395 -2.266 -4.649
H 0.191 -2.084 -4.012
H -1.165 -2.158 -2.869
H -0.356 0.028 -4.869
H -3.164 -0.098 -3.387
H -2.584 1.200 -4.457
H -2.884 -0.451 -5.113
H 1.197 1.930 -4.114
H 1.069 2.904 -1.204
H 2.339 1.868 -1.972
H 2.106 3.587 -2.499
H -0.943 3.719 -2.716
H 0.269 4.212 -3.872
H -1.054 3.141 -4.416
H -2.621 2.380 -2.823
H -3.920 4.151 -2.201
H -5.339 3.664 -1.314
H -4.124 4.626 -0.502
H -4.400 2.138 1.019
H -3.134 0.241 1.516
H -2.988 -1.862 1.229
H -2.878 -3.258 3.356
H -1.894 -3.943 5.389
H -0.122 -3.546 5.624
H -1.305 -2.371 6.065
H 1.012 -1.643 4.204
H 3.702 -1.061 1.155
H 2.178 -3.046 3.011
H 2.161 -3.039 1.252
H 3.668 -3.323 2.086
H 3.614 -1.330 4.228
H 4.918 -1.038 3.114
H 3.800 0.309 3.448
H 0.223 1.761 1.766
H 2.014 1.196 4.267
H 0.789 2.500 4.074
H 0.278 0.806 4.134
H 3.228 2.284 2.251
H 2.328 2.389 0.691
H 1.977 3.517 1.955
C 2.698 -3.638 -2.958
C 2.201 -2.574 -2.085
O 1.058 -2.673 -1.461
O 2.855 -1.479 -2.030
H 2.099 -4.546 -2.873
H 3.716 -3.848 -2.643
H 2.832 -3.324 -4.024
*
```

As for the LUMO energy: -0.105 Eh. Its HOMO-LUMO gap is 6.6 eV.

Atomic partial charges in e from the Mulliken method, atoms 1 to 4:
1 In 1.56
2 C -1.28
3 C 0.42
4 C -1.38

Record 5
DFT (ωB97M-V with the def2-TZVPD basis set) results for a structure of composition C28H43MoN4O3PS.

Geometry as ORCA input:
```
! RIJCOSX wB97M-V def2-TZVPD def2/J DEFGRID3
* xyz 4 1
Mo 1.111 -0.966 0.437
O -0.045 -2.173 0.940
C -0.697 -3.258 0.581
C -1.333 -4.118 1.479
C -1.980 -5.252 1.006
C -2.025 -5.521 -0.362
C -1.407 -4.681 -1.266
C -0.710 -3.536 -0.825
C -0.067 -2.664 -1.742
N 0.561 -1.557 -1.429
C 1.078 -0.754 -2.527
C 2.464 -0.247 -2.130
N 2.414 0.126 -0.724
C 3.300 0.990 -0.304
C 3.486 1.397 1.047
C 4.420 2.396 1.376
C 4.627 2.768 2.693
C 3.913 2.155 3.722
C 2.966 1.179 3.434
C 2.746 0.790 2.112
O 1.888 -0.139 1.753
H -1.314 -3.890 2.537
H -2.456 -5.928 1.703
H -2.549 -6.395 -0.714
H -1.457 -4.906 -2.322
H -0.123 -2.948 -2.795
H 0.392 0.093 -2.670
H 1.129 -1.318 -3.465
H 2.770 0.584 -2.777
H 3.190 -1.065 -2.241
H 3.980 1.434 -1.033
H 4.971 2.874 0.580
H 5.346 3.541 2.919
H 4.096 2.438 4.749
H 2.383 0.716 4.218
C -6.286 0.538 -1.833
C -5.569 1.097 -0.621
C -4.478 0.221 -0.001
C -3.193 0.034 -0.832
N -2.522 1.290 -1.112
C -1.427 1.801 -0.589
S -0.424 1.003 0.641
N -1.006 3.020 -0.888
C -1.583 3.977 -1.825
C -2.715 4.838 -1.242
C -2.328 5.730 -0.067
C -1.256 6.761 -0.333
H -7.116 1.191 -2.099
H -6.681 -0.460 -1.639
H -5.650 0.466 -2.719
H -6.329 1.228 0.159
H -5.202 2.106 -0.829
H -4.885 -0.777 0.165
H -4.207 0.635 0.971
H -3.445 -0.422 -1.794
H -2.500 -0.624 -0.290
H -3.075 1.915 -1.692
H -0.240 3.372 -0.326
H -1.944 3.449 -2.710
H -0.770 4.631 -2.138
H -3.547 4.204 -0.932
H -3.066 5.467 -2.063
H -2.059 5.122 0.805
H -3.234 6.267 0.244
H -0.309 6.323 -0.656
H -1.076 7.348 0.565
H -1.554 7.451 -1.127
C 4.353 -2.374 2.337
P 3.501 -3.397 1.098
C 4.651 -4.197 -0.045
C 2.471 -4.634 1.933
O 2.568 -2.459 0.272
H 5.130 -2.958 2.825
H 3.648 -2.034 3.096
H 4.823 -1.515 1.855
H 5.245 -4.928 0.503
H 5.323 -3.476 -0.511
H 4.091 -4.718 -0.821
H 3.113 -5.314 2.491
H 1.917 -5.211 1.194
H 1.774 -4.153 2.622
*
```

As for the LUMO energy (spin up / spin down): -0.553 / -0.550 Eh. Its HOMO-LUMO gap (spin up / spin down) is 4.5 / 4.6 eV.

Atomic partial charges in e from the Mulliken method, atoms 1 to 4:
1 Mo 1.14
2 O -0.41
3 C 0.58
4 C -0.52